The following is a quantum chemistry calculation of the molecule C6H6O2, from the Open Molecules 2025 dataset.

```
14
Properties=species:S:1:pos:R:3:nbo_charge:R:1
O 2.733 -0.575 0.099 -0.48
C 1.562 -0.360 0.024 0.53
C 0.320 -1.293 -0.066 -0.53
C -0.533 -0.266 -0.579 -0.21
C -1.755 0.449 -0.015 -0.35
C -0.429 0.919 0.540 -0.38
C 0.991 1.275 0.037 0.52
O 1.601 2.268 -0.234 -0.48
H 0.047 -1.679 0.947 0.24
H 0.693 -2.128 -0.653 0.25
H -0.242 -0.023 -1.666 0.23
H -2.170 1.133 -0.609 0.22
H -2.487 -0.207 0.637 0.24
H -0.330 0.485 1.538 0.22
```

Values from the calculation:
SMILES ... O=C1C[C@H]2C[C@@H]2C1=O
Charge ... 0
Relative energy (zero: lowest compared OMol25 entry of this formula, charge and spin) ... 87.0 kcal per mole
E_LUMO ... 0.14 eV
DFT total energy ... -382.5471 a.u.
Kohn-Sham gap ... 9.2 eV